1.
11
Properties=species:S:1:pos:R:3:forces:R:3 method="wB97M-V/def2-TZVPD" smiles=F[C@@H](Cl)c1ncco1 e_above_lowest_kj_mol=44.6 lumo_energy_ev=0.79 homo_lumo_gap_ev=10.54
C -1.72965 0.27106 0.40674 -0.9 -0.2 0.2
C -0.34358 0.22147 0.05221 2.1 -2.8 1.3
C 1.64423 0.38336 -0.64561 1.2 -0.8 -1.5
C 1.60504 -0.79373 0.03800 -0.8 2.3 0.4
H -1.76624 -0.00888 1.44219 -0.7 -0.1 0.6
H 2.46134 0.82453 -1.24773 -0.7 -0.4 0.6
H 2.24447 -1.54739 0.39118 1.0 -0.6 0.0
N 0.36691 0.89552 -0.69682 1.4 3.0 -1.8
O 0.38724 -0.82716 0.61123 -2.0 -0.6 0.1
F -2.23873 1.49514 0.20158 -0.3 0.5 0.0
Cl -2.63103 -0.91393 -0.55298 -0.3 -0.2 0.0

2.
11
Properties=species:S:1:pos:R:3:forces:R:3 method="wB97M-V/def2-TZVPD" smiles="O=Cc1nc(Cl)c[nH]1" e_above_lowest_kj_mol=61.3 lumo_energy_ev=0.00 homo_lumo_gap_ev=9.27
C 1.54690 -0.47146 -0.02497 0.0 -0.5 0.6
C 1.28967 0.85995 -0.06136 0.0 1.2 0.2
C -0.55116 -0.27808 0.04060 -0.2 -1.1 0.8
C -1.98273 -0.61949 -0.02968 0.4 -1.9 0.3
H 1.92913 1.72131 -0.10468 0.2 0.0 0.0
H -0.59489 1.83037 0.18430 0.0 0.0 -0.3
H -2.76072 0.10682 -0.07591 -0.4 1.5 0.0
N -0.07131 0.98582 0.01965 0.5 -0.4 -0.4
N 0.41363 -1.20731 0.11372 -0.4 1.4 -1.1
O -2.33757 -1.77329 -0.04835 0.0 0.0 0.0
Cl 3.11904 -1.15464 -0.01332 -0.1 -0.1 -0.1

3.
11
Properties=species:S:1:pos:R:3:forces:R:3 method="wB97M-V/def2-TZVPD" smiles=Sc1cnnc(Cl)c1 e_above_lowest_kj_mol=259.6 lumo_energy_ev=-0.35 homo_lumo_gap_ev=9.39
C -1.18521 0.02899 -0.09704 -0.1 -3.5 0.4
C -1.04506 1.34852 -0.07779 -1.1 4.2 -2.1
C 1.18978 -0.08451 0.12510 -1.3 3.1 -1.8
C -0.01571 -0.69565 -0.09888 0.1 2.4 1.2
H -3.35497 0.41892 0.85862 1.2 -3.1 -2.1
H -1.96160 1.98505 -0.52009 2.2 -0.9 1.8
H 0.01645 -1.67986 -0.04495 -0.3 -4.6 -0.1
N 0.15047 1.93609 0.00688 0.7 0.2 -0.3
N 1.30669 1.25090 0.08706 -2.4 0.7 0.9
S -2.73741 -0.83211 0.01001 -1.2 3.4 1.8
Cl 2.66093 -0.78255 -0.01292 2.3 -2.0 0.2

4.
11
Properties=species:S:1:pos:R:3:forces:R:3 method="wB97M-V/def2-TZVPD" s2=2.02 e_above_lowest_kj_mol=100.8 lumo_energy_ev="-1.06 / -4.09" spin_multiplicity=3 homo_lumo_gap_ev="5.52 / 6.34"
C -1.78103 2.01707 -0.11236 1.2 -0.6 0.4
C 1.35732 0.33922 0.21565 0.6 6.6 3.2
C 0.86631 -0.66053 -0.54309 -1.6 -4.1 -2.0
C -0.65824 1.23696 -0.21806 -1.7 -0.9 -1.5
N -2.73999 2.61578 0.09232 -1.5 1.0 0.0
N 0.48467 1.36475 0.37351 5.7 0.3 2.7
S -0.69551 -0.30115 -1.09828 -0.8 -1.4 -1.7
Cl -0.79230 -3.14309 0.16755 2.6 1.4 2.4
H 2.39676 0.47743 0.69883 -1.9 -0.5 -1.0
H 1.20019 -1.69258 -0.60055 0.3 0.5 -0.4
H 0.36182 -2.25386 1.02448 -3.0 -2.1 -2.2

5.
10
Properties=species:S:1:pos:R:3:forces:R:3 method="wB97M-V/def2-TZVPD" charge=+1 e_above_lowest_kj_mol=144.8 lumo_energy_ev=-7.18 homo_lumo_gap_ev=8.08
C 1.30312 0.70858 0.63792 -1.4 -0.5 0.1
C -0.02328 0.06403 1.15056 -0.9 -1.9 0.1
C -0.17556 -0.12970 -1.37671 2.2 1.5 2.6
C -0.94811 -0.30726 -0.19612 -0.5 -0.7 0.4
N 1.50499 0.82929 -0.57611 -1.5 -1.2 -1.5
O -0.23192 -0.47070 2.20119 0.5 1.7 -1.9
Cl -0.30704 -0.44230 -2.92862 0.1 0.1 0.2
H 2.01368 0.92964 1.41363 0.5 0.4 0.1
H -1.18839 -1.36433 0.12898 0.0 0.8 -0.9
H -1.94749 0.18276 -0.45471 1.0 -0.2 0.9

6.
10
Properties=species:S:1:pos:R:3:forces:R:3 method="wB97M-V/def2-TZVPD" smiles="O=C1C=[N+]=C(Cl)C1" charge=+1 e_above_lowest_kj_mol=2.0 lumo_energy_ev=-7.37 homo_lumo_gap_ev=8.27
C 0.57270 -1.30115 -0.10113 -1.5 0.9 0.0
C 1.10221 0.02352 0.21766 -1.0 1.4 1.6
C -1.26829 0.07656 0.05834 4.1 -3.6 -1.5
C -0.15387 0.97015 -0.12238 -0.7 -1.8 2.1
N -0.67422 -1.47751 -0.16503 -2.2 3.6 0.6
O 2.08606 0.34317 0.76964 0.4 0.1 -0.3
Cl -2.76242 0.36696 0.41074 -1.5 0.0 0.4
H 1.21770 -2.03701 -0.33154 2.1 -2.9 -0.6
H -0.30241 1.89106 0.32952 0.1 1.8 1.2
H 0.18254 1.14426 -1.06582 0.2 0.6 -3.5

7.
9
Properties=species:S:1:pos:R:3:forces:R:3 method="wB97M-V/def2-TZVPD" smiles="O=C=C/C=C/Cl" e_above_lowest_kj_mol=132.7 lumo_energy_ev=0.64 homo_lumo_gap_ev=9.11
C -0.13538 1.17553 -0.00687 -0.2 0.2 0.2
C 0.68479 0.14121 0.51632 1.7 -3.2 0.4
C -1.24784 0.68643 -0.51005 -1.5 1.7 -0.8
C 0.48634 -1.08217 -0.01633 1.3 0.9 2.1
O -2.26847 0.40721 -0.98656 0.4 -0.3 0.4
Cl 1.08896 -2.58089 0.60905 -0.1 0.4 -0.3
H 0.12968 2.20233 -0.10521 -0.1 0.5 -0.1
H 1.46338 0.12109 1.27754 -0.4 1.1 0.2
H -0.20146 -1.07074 -0.77789 -1.2 -1.3 -2.1

8.
12
Properties=species:S:1:pos:R:3:forces:R:3 method="wB97M-V/def2-TZVPD" s2=6.06 e_above_lowest_kj_mol=112.5 lumo_energy_ev="-0.46 / -1.17" spin_multiplicity=5 homo_lumo_gap_ev="3.36 / 6.62"
C 0.64492 0.12088 0.51605 -2.6 -1.1 -5.0
O -0.53515 0.60713 0.26770 1.1 -0.7 0.9
Co 1.63058 -0.94285 -1.23926 -0.7 -0.1 1.3
Li -1.41611 1.72885 1.38341 -0.2 0.1 -0.2
H 1.89533 0.22526 1.70456 0.8 3.0 -0.6
C 1.60905 1.11097 0.89422 1.8 0.2 2.3
C 2.58389 1.61450 -0.16004 -1.6 -1.8 -0.8
C 2.50564 1.49732 -1.50460 1.1 0.3 -0.2
O 1.71673 0.66750 -2.29590 0.3 0.8 0.8
Li 0.28331 1.66504 -1.66661 -0.4 -0.2 0.3
H 1.05292 2.02032 1.21237 0.5 -0.4 0.8
H 3.17909 2.10669 -2.12933 -0.2 -0.1 0.4

9.
13
Properties=species:S:1:pos:R:3:forces:R:3 method="wB97M-V/def2-TZVPD" s2=6.02 charge=+2 lumo_energy_ev="-11.70 / -14.67" spin_multiplicity=5 homo_lumo_gap_ev="8.26 / 5.26"
O 3.23734 -0.30558 0.58129 -1.5 1.1 -0.6
C 2.17440 0.04055 0.16587 0.2 -3.4 0.3
C 0.05042 -0.81764 -0.69364 -1.5 1.2 -1.5
C -1.15454 -1.65170 -0.26656 -0.2 -0.5 0.2
O -2.13681 -0.70996 0.17251 0.5 -0.1 -0.1
C -1.72078 0.54065 0.16723 -4.0 0.8 2.1
O -0.47427 0.60246 -0.38614 3.4 -0.7 -1.2
O -2.31467 1.48129 0.59137 1.5 -0.7 -0.9
O 1.16591 -1.08020 0.03763 2.2 1.8 1.3
H 0.24778 -0.81839 -1.77383 0.0 0.1 0.3
H -0.89565 -2.31038 0.56868 -0.1 0.0 -0.1
H -1.57478 -2.22175 -1.10131 0.2 0.1 0.2
Co 1.09328 1.79559 -0.32061 -0.7 0.4 0.2

10.
8
Properties=species:S:1:pos:R:3:forces:R:3 method="wB97M-V/def2-TZVPD" smiles=F[C@]12[C@@H]3[C@H]1[C@@H]32 e_above_lowest_kj_mol=332.7 lumo_energy_ev=1.18 homo_lumo_gap_ev=9.46
C -0.46757 0.46624 -0.68521 1.2 1.1 -1.2
C -0.33590 0.24571 0.79313 0.5 -0.2 0.8
C -0.33474 -0.88370 -0.17228 1.7 1.7 0.9
C 0.85307 0.21718 -0.05871 -3.4 -1.4 0.9
F 2.16496 0.15362 0.07764 0.2 0.1 -0.6
H -0.94399 1.12606 -1.38621 -0.2 -0.1 0.2
H -0.72437 0.58380 1.75420 0.0 -0.1 -0.8
H -0.21147 -1.90890 -0.32255 -0.1 -1.1 -0.3

11.
8
Properties=species:S:1:pos:R:3:forces:R:3 method="wB97M-V/def2-TZVPD" e_above_lowest_kj_mol=271.5 lumo_energy_ev=0.81 homo_lumo_gap_ev=10.05
C 0.51626 -1.24521 -0.02909 -3.7 -3.4 1.2
C -0.49984 -0.46389 0.44179 1.6 -2.7 1.3
C -0.28621 0.87785 -0.04634 -2.9 -12.4 5.1
C -0.24103 1.91980 -0.42922 1.8 17.4 -2.2
H 0.63861 -2.42760 0.05496 -0.2 2.8 0.4
H -1.19149 -1.03252 1.23665 1.4 2.4 -1.8
H -0.02878 3.19068 -0.14342 -0.9 -4.8 -1.8
F 1.09249 -0.81912 -1.08532 2.7 0.7 -2.2

12.
35
Properties=species:S:1:pos:R:3:forces:R:3 method="wB97M-V/def2-TZVPD" s2=2.01 charge=+1 e_above_lowest_kj_mol=28.4 lumo_energy_ev="-5.90 / -4.80" spin_multiplicity=3 homo_lumo_gap_ev="9.09 / 10.21"
V 0.25718 -0.18150 0.02930 0.0 0.1 -0.1
F -2.94072 -0.72267 3.48323 0.0 0.0 0.0
C -2.24063 0.36847 3.72175 0.0 0.0 0.0
F -3.02139 1.35969 4.08445 0.0 0.0 0.0
F -1.31418 0.13692 4.63093 0.0 0.0 0.0
S -1.40921 0.83673 2.13096 0.0 0.1 0.1
O -0.51589 -0.34333 1.82756 0.0 -0.1 0.0
O -2.35573 1.04807 1.08797 -0.1 0.1 0.0
N -0.53985 2.05421 2.56167 0.0 0.0 -0.1
S 0.70279 2.51802 1.72583 -0.1 0.2 0.1
O 0.67352 3.84678 1.25417 0.0 0.0 0.0
O 1.06374 1.47981 0.70633 0.1 0.0 -0.1
C 2.08826 2.35731 2.93744 0.0 -0.1 0.0
F 1.85987 3.13346 3.97044 0.0 0.0 0.0
F 2.15562 1.08037 3.32434 0.0 0.1 0.0
F 3.21219 2.69431 2.33247 0.0 0.0 0.0
F 0.98704 2.21078 -3.85291 0.0 0.0 0.0
C 0.35857 1.10517 -4.19498 0.0 0.0 0.0
F -0.65994 1.36151 -4.98029 0.0 0.0 0.0
F 1.18783 0.24787 -4.75195 0.0 0.0 0.0
S -0.28612 0.35763 -2.62085 -0.1 0.0 0.0
O 0.94216 0.01340 -1.81691 0.3 0.0 0.0
O -1.08848 1.27884 -1.86245 0.1 -0.1 0.0
N -0.99012 -0.93644 -3.11198 0.0 0.0 0.0
S -1.44021 -1.99503 -2.03132 -0.2 -0.1 -0.2
O -2.81634 -2.30129 -2.00084 0.1 0.0 0.0
O -0.81914 -1.67349 -0.70864 0.1 -0.1 0.2
C -0.50912 -3.50402 -2.55325 0.1 0.0 0.1
F -0.86758 -3.83613 -3.77049 0.0 0.0 0.0
F 0.79439 -3.22127 -2.51488 0.0 0.0 0.0
F -0.77603 -4.47478 -1.70107 0.0 0.0 0.0
N 1.85839 -1.40770 0.58807 0.0 0.0 0.0
H 1.56552 -2.14792 1.22420 0.0 0.0 0.0
H 2.58999 -0.88413 1.06662 0.0 0.0 0.0
H 2.29363 -1.85965 -0.21492 0.0 0.0 0.0